1.
{"formula": "C43H43I2N7OSbTi", "method": "ωB97M-V with the def2-TZVPD basis set", "species": ["Ti", "I", "C", "C", "C", "I", "C", "O", "C", "C", "N", "C", "C", "C", "C", "C", "C", "N", "C", "H", "H", "H", "H", "H", "H", "H", "H", "H", "H", "H", "C", "C", "C", "C", "C", "C", "N", "C", "C", "C", "C", "C", "C", "N", "N", "C", "C", "C", "C", "C", "N", "H", "H", "H", "H", "H", "H", "H", "H", "H", "H", "H", "H", "H", "C", "C", "Sb", "C", "C", "C", "C", "H", "H", "H", "H", "H", "H", "H", "H", "H", "H", "H", "H", "H", "H", "H", "N", "C", "C", "C", "C", "C", "C", "C", "H", "H", "H", "H"], "coordinates": [[0.135, 0.422, -1.143], [1.923, -5.514, -5.540], [1.044, -4.183, -4.196], [-0.320, -3.937, -4.256], [-0.882, -3.034, -3.375], [-2.937, -2.725, -3.407], [-0.119, -2.325, -2.417], [-0.657, -1.430, -1.656], [1.252, -2.659, -2.338], [2.174, -2.136, -1.256], [1.750, -0.981, -0.441], [2.852, -0.053, -0.236], [3.092, 0.656, -1.545], [4.352, 0.993, -2.006], [4.475, 1.649, -3.222], [3.336, 1.931, -3.958], [2.110, 1.535, -3.447], [1.990, 0.903, -2.276], [1.816, -3.555, -3.235], [-0.943, -4.443, -4.981], [2.413, -2.963, -0.575], [3.118, -1.870, -1.743], [1.301, -1.305, 0.429], [2.551, 0.682, 0.517], [3.780, -0.529, 0.110], [5.217, 0.748, -1.404], [5.453, 1.929, -3.593], [3.378, 2.439, -4.910], [1.192, 1.728, -3.987], [2.877, -3.772, -3.168], [-2.680, 0.482, -6.046], [-1.406, 0.165, -5.593], [-1.038, 0.429, -4.287], [-1.918, 1.029, -3.365], [-3.212, 1.315, -3.834], [-3.573, 1.045, -5.144], [-1.470, 1.208, -2.077], [-2.196, 1.914, -1.112], [-2.937, 3.072, -1.353], [-3.583, 3.743, -0.324], [-3.500, 3.274, 0.978], [-2.742, 2.143, 1.247], [-2.073, 1.482, 0.228], [-1.245, 0.340, 0.473], [-1.718, -0.338, 1.503], [-1.205, -1.536, 1.902], [-2.088, -2.273, 2.740], [-1.738, -3.519, 3.179], [-0.494, -4.048, 2.809], [0.322, -3.256, 2.032], [0.009, -2.033, 1.597], [-2.977, 0.272, -7.065], [-0.695, -0.320, -6.251], [-0.059, 0.103, -3.953], [-3.955, 1.710, -3.158], [-4.585, 1.270, -5.461], [-2.979, 3.472, -2.357], [-4.142, 4.643, -0.548], [-4.005, 3.792, 1.783], [-2.641, 1.768, 2.255], [-3.041, -1.825, 2.981], [-2.421, -4.090, 3.797], [-0.172, -5.033, 3.117], [1.307, -3.616, 1.746], [3.035, 2.643, 4.400], [2.614, 1.312, 5.015], [0.979, 0.429, 3.905], [0.648, -1.245, 5.224], [0.804, -0.957, 6.711], [-0.519, 1.713, 4.775], [-1.881, 1.035, 4.877], [3.852, 3.116, 4.950], [2.204, 3.353, 4.388], [3.361, 2.523, 3.364], [2.305, 1.449, 6.053], [3.446, 0.604, 5.016], [1.317, -2.045, 4.900], [-0.362, -1.598, 5.001], [1.837, -0.722, 6.970], [0.501, -1.812, 7.321], [0.194, -0.105, 7.020], [-0.584, 2.593, 4.131], [-0.164, 2.049, 5.753], [-2.194, 0.632, 3.911], [-2.653, 1.732, 5.214], [-1.860, 0.204, 5.586], [1.798, 7.644, 0.944], [1.556, 6.557, 0.652], [1.264, 5.198, 0.290], [1.371, 4.181, 1.235], [1.096, 2.874, 0.860], [0.713, 2.498, -0.436], [0.614, 3.567, -1.345], [0.873, 4.884, -1.011], [1.662, 4.417, 2.252], [1.165, 2.113, 1.634], [0.285, 3.370, -2.363], [0.769, 5.672, -1.746]], "lowdin_spin": [0.9604, -0.0001, -0.0004, 0.0004, -0.0004, -0.0001, 0.0023, 0.0092, 0.0001, 0.0021, 0.0143, 0.0035, 0.0071, -0.0010, 0.0080, -0.0007, 0.0085, 0.0034, 0.0004, 0.0000, -0.0003, 0.0002, 0.0039, 0.0009, 0.0000, -0.0002, 0.0005, -0.0002, 0.0006, 0.0000, -0.0013, 0.0003, 0.0000, 0.0014, -0.0014, 0.0001, 0.0064, 0.0318, 0.0018, 0.0352, 0.0016, 0.0329, 0.0138, 0.3151, 0.2437, 0.0385, 0.0479, 0.0175, 0.0792, 0.0004, 0.0876, -0.0001, 0.0001, 0.0007, 0.0000, 0.0000, -0.0006, 0.0024, -0.0007, 0.0020, 0.0013, -0.0007, 0.0056, -0.0017, 0.0000, -0.0001, 0.0015, -0.0002, -0.0001, 0.0017, 0.0016, 0.0000, 0.0000, 0.0000, 0.0000, 0.0000, 0.0002, 0.0001, 0.0000, 0.0000, 0.0000, 0.0001, 0.0001, 0.0010, 0.0001, 0.0001, 0.0019, 0.0006, 0.0038, -0.0006, 0.0035, -0.0022, 0.0032, -0.0005, -0.0002, 0.0009, 0.0003, -0.0001], "gap_ev": [5.71, 6.33], "lumo_energy_ev": [2.02, 1.92], "multiplicity": 3, "relative_energy_kj_mol": 175.62, "homo_ev": [-3.695, -4.411], "total_charge": -1, "s2": 2.022}



2.
{"formula": "C43H45Cl2GdI2N11O3S3", "method": "ωB97M-V with the def2-TZVPD basis set", "species": ["Gd", "C", "C", "N", "N", "C", "N", "S", "C", "C", "C", "C", "C", "N", "H", "H", "H", "H", "H", "H", "H", "H", "H", "H", "I", "C", "C", "C", "I", "C", "O", "C", "C", "N", "C", "C", "C", "C", "C", "C", "N", "C", "H", "H", "H", "H", "H", "H", "H", "H", "H", "H", "H", "Cl", "C", "C", "C", "C", "C", "Cl", "C", "N", "C", "C", "C", "C", "C", "C", "C", "C", "O", "O", "H", "H", "H", "H", "H", "H", "H", "H", "H", "H", "C", "N", "C", "N", "S", "H", "H", "H", "H", "H", "H", "C", "C", "C", "C", "N", "C", "S", "N", "C", "H", "H", "H", "H", "H", "H", "H", "H"], "coordinates": [[16.276, 12.289, 13.962], [18.923, 10.902, 10.160], [18.257, 10.863, 11.513], [18.157, 11.859, 12.381], [18.959, 12.960, 12.160], [19.181, 13.901, 13.112], [19.993, 14.934, 12.757], [18.496, 13.884, 14.700], [17.434, 9.662, 11.756], [17.418, 8.533, 10.880], [16.573, 7.463, 11.171], [15.646, 7.591, 12.265], [15.686, 8.745, 13.005], [16.547, 9.755, 12.755], [19.707, 10.128, 10.116], [19.449, 11.856, 9.955], [18.111, 10.706, 9.433], [19.281, 13.085, 11.202], [20.480, 14.891, 11.885], [20.143, 15.682, 13.399], [18.149, 8.480, 10.051], [16.511, 6.601, 10.494], [14.919, 6.804, 12.448], [15.053, 8.951, 13.846], [8.722, 9.596, 15.897], [10.530, 10.336, 15.165], [10.960, 9.703, 13.976], [12.143, 10.071, 13.339], [12.624, 9.273, 11.477], [13.104, 10.968, 14.019], [14.304, 11.128, 13.541], [12.604, 11.628, 15.227], [13.436, 12.633, 16.032], [14.804, 12.262, 16.320], [14.874, 10.985, 17.061], [16.197, 10.325, 16.980], [16.580, 9.500, 18.062], [17.777, 8.783, 18.044], [18.645, 8.951, 16.935], [18.239, 9.842, 15.944], [17.046, 10.508, 15.933], [11.324, 11.366, 15.719], [10.333, 8.921, 13.581], [12.848, 12.836, 16.938], [13.439, 13.593, 15.495], [15.248, 12.977, 16.915], [14.104, 10.305, 16.710], [14.672, 11.168, 18.122], [15.890, 9.415, 18.909], [18.067, 8.101, 18.880], [19.614, 8.415, 16.911], [18.843, 10.018, 15.044], [10.946, 11.936, 16.576], [13.270, 18.752, 8.368], [14.921, 18.437, 7.998], [15.619, 19.437, 7.342], [17.004, 19.376, 7.229], [17.672, 18.276, 7.720], [16.987, 17.235, 8.321], [17.856, 16.039, 9.279], [15.572, 17.246, 8.400], [14.823, 16.246, 9.012], [15.056, 14.864, 9.015], [15.645, 14.178, 7.939], [15.452, 12.802, 7.764], [14.805, 12.062, 8.768], [14.407, 12.703, 9.928], [14.538, 14.078, 10.107], [14.090, 14.711, 11.436], [14.907, 14.108, 12.592], [16.085, 13.687, 12.330], [14.430, 14.047, 13.755], [15.077, 20.275, 6.891], [17.551, 20.190, 6.762], [18.767, 18.250, 7.691], [13.929, 16.562, 9.331], [16.178, 14.757, 7.195], [15.710, 12.336, 6.811], [14.637, 10.973, 8.626], [13.922, 12.142, 10.731], [13.011, 14.547, 11.604], [14.244, 15.790, 11.470], [19.704, 15.606, 18.201], [19.925, 14.208, 18.507], [18.898, 13.332, 18.686], [19.316, 12.058, 18.879], [17.277, 13.812, 18.631], [20.656, 16.104, 17.990], [19.210, 16.157, 19.001], [19.090, 15.685, 17.303], [20.829, 13.917, 18.803], [20.243, 11.755, 18.612], [18.633, 11.339, 19.034], [23.251, 9.678, 17.203], [23.315, 9.860, 15.695], [24.478, 9.997, 14.958], [24.437, 10.051, 13.558], [23.259, 10.084, 12.900], [22.132, 9.925, 13.587], [20.597, 9.890, 12.900], [22.150, 9.770, 14.954], [25.686, 10.153, 12.734], [24.103, 9.068, 17.537], [22.334, 9.166, 17.509], [23.275, 10.669, 17.727], [25.478, 9.999, 15.460], [21.261, 9.722, 15.426], [26.388, 9.363, 13.097], [26.190, 11.127, 12.816], [25.477, 10.013, 11.679]], "lowdin_spin": [5.3736, 0.0241, 0.1825, 0.0770, -0.0133, 0.0362, 0.0242, -0.0155, 0.0650, 0.0328, 0.0196, 0.0630, 0.0053, 0.0789, 0.0069, -0.0001, 0.0084, -0.0003, 0.0007, 0.0008, 0.0027, 0.0002, 0.0033, -0.0010, 0.0748, 0.2005, -0.0205, 0.1463, 0.0513, 0.1089, 0.2858, 0.1361, 0.0139, 0.0088, 0.0033, 0.0007, 0.0002, 0.0006, 0.0005, 0.0013, -0.0003, -0.0079, -0.0037, 0.0006, 0.0066, 0.0008, 0.0015, 0.0001, 0.0000, 0.0000, 0.0000, 0.0008, -0.0030, 0.0000, 0.0000, 0.0000, 0.0000, 0.0000, 0.0000, 0.0001, 0.0000, 0.0000, 0.0001, 0.0000, 0.0002, 0.0002, 0.0008, 0.0001, 0.0000, 0.0057, -0.0083, 0.0041, 0.0000, 0.0000, 0.0000, 0.0000, 0.0000, 0.0000, 0.0001, 0.0009, 0.0001, 0.0001, -0.0001, 0.0000, 0.0000, 0.0001, 0.0004, 0.0000, 0.0000, -0.0001, 0.0000, 0.0000, 0.0000, 0.0000, 0.0001, -0.0002, -0.0001, -0.0001, 0.0025, 0.0108, -0.0001, 0.0000, 0.0000, 0.0000, 0.0000, 0.0000, 0.0000, 0.0000, 0.0000, 0.0000], "gap_ev": [4.64, 4.12], "lumo_energy_ev": [-2.14, -5.14], "multiplicity": 8, "homo_ev": [-6.784, -9.261], "total_charge": 1, "s2": 15.871}